Record 1
Entry from OMol25: a structure of composition C51H48CaI2N7O5P (ωB97M-V with the def2-TZVPD basis set).

Values from the calculation:
HOMO-LUMO gap: 7.51 eV
lowest unoccupied orbital energy: 0.13 eV
HOMO level: -7.377 eV

Geometry (Å):
Ca  -0.229  -0.442  1.269
C  3.477  -0.435  1.445
N  2.156  -0.615  2.019
C  1.898  0.277  3.142
C  1.475  1.605  2.604
N  0.617  1.694  1.632
C  0.369  3.039  1.451
C  -0.511  3.680  0.585
C  -0.555  5.060  0.629
C  0.245  5.791  1.518
C  1.110  5.167  2.399
C  1.158  3.780  2.350
N  1.859  2.830  3.071
C  3.665  -1.266  0.217
N  2.741  -1.625  -0.619
C  3.379  -2.409  -1.566
C  2.875  -3.050  -2.697
C  3.774  -3.694  -3.527
C  5.144  -3.737  -3.236
C  5.659  -3.131  -2.105
C  4.756  -2.466  -1.285
N  4.908  -1.727  -0.134
H  3.602  0.624  1.188
H  4.281  -0.699  2.150
H  2.026  -1.578  2.324
H  1.048  -0.134  3.695
H  2.752  0.378  3.827
H  -1.130  3.096  -0.081
H  -1.221  5.592  -0.038
H  0.173  6.871  1.523
H  1.708  5.739  3.097
H  2.519  3.013  3.805
H  1.816  -3.023  -2.915
H  3.415  -4.171  -4.430
H  5.812  -4.255  -3.911
H  6.716  -3.170  -1.869
H  5.764  -1.611  0.378
I  2.324  -4.421  1.077
C  0.955  -4.460  -0.551
I  -0.365  -2.815  -0.914
H  0.345  -5.341  -0.406
H  1.561  -4.552  -1.444
O  -2.126  0.219  0.763
N  -2.621  1.023  1.624
N  -2.068  1.013  2.774
O  -1.051  0.262  3.102
C  -2.629  1.858  3.779
C  -3.934  2.330  3.679
C  -4.445  3.132  4.685
C  -3.665  3.465  5.783
C  -2.368  2.986  5.880
C  -1.849  2.176  4.882
H  -4.535  2.058  2.825
H  -5.464  3.488  4.615
H  -4.074  4.087  6.570
H  -1.758  3.237  6.738
H  -0.851  1.767  4.946
O  0.042  0.639  -0.976
P  0.486  1.217  -2.267
C  0.132  0.176  -3.709
C  0.763  0.286  -4.944
C  0.354  -0.508  -6.003
C  -0.696  -1.403  -5.840
C  -1.364  -1.477  -4.626
C  -0.958  -0.679  -3.568
C  -0.454  2.699  -2.738
C  -1.810  2.714  -2.419
C  -2.622  3.732  -2.892
C  -2.083  4.731  -3.692
C  -0.733  4.717  -4.012
C  0.082  3.699  -3.541
C  2.217  1.763  -2.230
C  3.262  1.205  -2.955
C  4.563  1.641  -2.744
C  4.825  2.640  -1.818
C  3.781  3.210  -1.099
C  2.483  2.773  -1.305
H  1.575  0.990  -5.082
H  0.853  -0.428  -6.960
H  -1.003  -2.031  -6.666
H  -2.194  -2.159  -4.500
H  -1.486  -0.705  -2.622
H  -2.214  1.921  -1.796
H  -3.676  3.744  -2.646
H  -2.717  5.523  -4.071
H  -0.315  5.499  -4.633
H  1.137  3.679  -3.792
H  3.074  0.419  -3.672
H  5.374  1.190  -3.302
H  5.841  2.979  -1.658
H  3.980  3.996  -0.380
H  1.664  3.213  -0.748
C  -5.341  -4.716  -0.566
C  -4.315  -4.308  0.459
C  -3.210  -5.099  0.738
C  -2.228  -4.676  1.627
C  -1.138  -5.632  2.042
C  -2.338  -3.429  2.246
C  -3.539  -2.720  2.125
C  -3.884  -1.610  3.082
C  -4.492  -3.152  1.209
C  -1.125  -2.814  2.951
O  -1.023  -2.831  4.170
O  -0.246  -2.323  2.135
H  -4.975  -5.531  -1.191
H  -5.590  -3.873  -1.213
H  -6.263  -5.045  -0.082
H  -3.099  -6.062  0.248
H  -0.849  -6.303  1.231
H  -1.522  -6.256  2.852
H  -0.263  -5.112  2.429
H  -2.998  -1.236  3.590
H  -4.549  -2.017  3.848
H  -4.410  -0.796  2.584
H  -5.404  -2.575  1.086

***

Record 2
Entry from OMol25: a structure of composition C51H49As2BrMnN4OSi (ωB97M-V with the def2-TZVPD basis set).

Values from the calculation:
2S+1: 6
HOMO-LUMO gap (spin up / spin down): 5.23 / 7.12 eV
lowest unoccupied orbital energy (spin up / spin down): -0.18 / -0.38 eV
HOMO level (spin up / spin down): -5.411 / -7.507 eV
energy relative to the best compared isomer or geometry (same formula, charge and spin): 56.6 kJ/mol

Geometry (Å):
Mn  0.715  0.598  0.038
Br  -3.260  -3.334  4.841
C  -2.396  -2.067  3.720
C  -2.689  -0.716  3.863
C  -2.060  0.192  3.028
C  -1.176  -0.216  2.034
O  -0.674  0.721  1.223
C  -0.845  -1.592  1.918
C  0.109  -2.103  0.998
N  0.792  -1.358  0.092
C  1.668  -1.926  -0.793
C  1.934  -3.283  -0.973
C  2.853  -3.702  -1.946
C  3.533  -2.822  -2.749
C  3.298  -1.434  -2.596
C  3.937  -0.432  -3.355
C  3.647  0.890  -3.142
C  2.707  1.231  -2.166
N  2.092  0.315  -1.443
C  2.369  -1.004  -1.630
C  -1.487  -2.501  2.786
H  -3.399  -0.381  4.606
H  -2.269  1.249  3.116
H  0.335  -3.160  1.063
H  1.436  -4.030  -0.374
H  3.029  -4.765  -2.058
H  4.246  -3.165  -3.487
H  4.655  -0.724  -4.113
H  4.119  1.672  -3.720
H  2.442  2.261  -1.968
H  -1.257  -3.556  2.704
C  -0.493  3.768  -1.505
C  0.491  3.817  -0.373
C  0.886  5.012  0.181
C  1.824  4.989  1.225
C  2.339  3.809  1.680
C  1.908  2.588  1.091
N  0.991  2.650  0.063
N  2.269  1.348  1.381
Si  3.170  0.738  2.721
C  2.347  1.200  4.340
C  4.936  1.377  2.704
C  3.193  -1.122  2.553
H  -0.132  4.352  -2.354
H  -1.456  4.184  -1.204
H  -0.647  2.740  -1.827
H  0.478  5.942  -0.190
H  2.145  5.922  1.674
H  3.059  3.779  2.486
H  2.387  2.273  4.538
H  2.826  0.687  5.178
H  1.295  0.903  4.321
H  4.976  2.466  2.766
H  5.440  1.081  1.780
H  5.511  0.977  3.543
H  2.187  -1.535  2.661
H  3.827  -1.573  3.320
H  3.577  -1.428  1.576
C  -2.666  1.030  -2.916
C  -3.319  1.394  -1.586
As  -3.663  -0.194  -0.456
C  -4.682  0.705  0.947
C  -4.323  1.975  1.392
C  -4.991  2.565  2.457
C  -6.015  1.886  3.099
C  -6.369  0.615  2.671
C  -5.707  0.029  1.603
C  -5.166  -0.873  -1.509
C  -5.071  -2.150  -2.050
C  -6.089  -2.656  -2.849
C  -7.213  -1.888  -3.110
C  -7.319  -0.612  -2.568
C  -6.301  -0.108  -1.774
As  -1.002  0.016  -2.596
C  0.016  0.409  -4.218
C  0.108  1.717  -4.690
C  0.924  2.028  -5.769
C  1.677  1.035  -6.379
C  1.609  -0.266  -5.903
C  0.788  -0.577  -4.827
C  -1.603  -1.779  -3.061
C  -2.193  -2.038  -4.296
C  -2.599  -3.322  -4.624
C  -2.419  -4.360  -3.717
C  -1.840  -4.107  -2.482
C  -1.435  -2.818  -2.155
H  -2.408  1.929  -3.479
H  -3.330  0.430  -3.540
H  -4.257  1.933  -1.735
H  -2.649  2.034  -1.012
H  -3.503  2.507  0.928
H  -4.702  3.554  2.790
H  -6.533  2.344  3.933
H  -7.163  0.074  3.171
H  -5.994  -0.964  1.276
H  -4.196  -2.757  -1.846
H  -6.000  -3.652  -3.265
H  -8.008  -2.282  -3.730
H  -8.199  -0.011  -2.764
H  -6.398  0.883  -1.346
H  -0.465  2.509  -4.222
H  0.972  3.047  -6.131
H  2.313  1.275  -7.222
H  2.198  -1.047  -6.369
H  0.752  -1.596  -4.463
H  -2.325  -1.238  -5.016
H  -3.058  -3.513  -5.585
H  -2.736  -5.363  -3.972
H  -1.706  -4.909  -1.768
H  -1.012  -2.618  -1.179